(1)
DFT (ωB97M-V with the def2-TZVPD basis set) results for C54H46N10O5PbSeTe as an isolated structure.

The energy above the lowest of the compared OMol25 structures with the same formula, charge and spin comes out at 0.00 kcal per mole. As for the net charge: -1. As for the multiplicity: 2. The value obtained for the HOMO energy (spin up / spin down) is -5.09 / -5.46 eV. Its expectation value of S² is 0.7609. For the total energy, the calculation gives -159775.030 eV. The frontier orbital gap (spin up / spin down) comes out at 6.6125 / 6.9772 eV.

Last column: Mulliken spin population.
Element x y z (Å)
Pb1 -0.176 -0.105 0.024  -0.01
C1 -1.846 -4.196 -1.063  0.00
C2 -1.541 -5.097 -0.048  0.00
C3 -0.731 -4.698 0.990  0.00
C4 -0.218 -3.394 1.011  0.00
N1 -0.526 -2.540 0.031  0.00
C5 -1.319 -2.928 -0.972  0.01
N2 0.641 -3.102 2.053  0.00
C6 1.345 -2.048 2.249  0.00
N3 1.329 -0.770 1.703  0.00
C7 2.389 -0.068 2.204  0.00
N4 2.824 1.142 2.038  0.00
C8 2.394 2.097 1.155  0.00
C9 3.059 3.340 1.229  0.00
C10 2.734 4.347 0.354  0.00
C11 1.736 4.131 -0.599  0.00
C12 1.118 2.902 -0.600  0.01
N5 1.426 1.916 0.248  0.01
C13 3.103 -0.912 3.196  0.00
C14 4.228 -0.666 3.960  0.00
C15 4.648 -1.678 4.816  0.00
C16 3.962 -2.891 4.887  0.00
C17 2.842 -3.130 4.098  0.00
C18 2.431 -2.111 3.260  0.00
H1 -2.487 -4.458 -1.892  0.00
H2 -1.932 -6.107 -0.075  0.00
H3 -0.451 -5.365 1.792  0.00
H4 -1.556 -2.170 -1.713  -0.01
H5 3.829 3.452 1.979  0.00
H6 3.251 5.298 0.400  0.00
H7 1.452 4.890 -1.314  0.00
H8 0.312 2.686 -1.299  -0.01
H9 4.752 0.277 3.880  0.00
H10 5.527 -1.529 5.431  0.00
H11 4.320 -3.663 5.556  0.00
H12 2.315 -4.074 4.116  0.00
O1 3.792 -3.804 -3.857  0.00
C19 3.613 -2.596 -4.347  0.00
O2 4.083 -2.236 -5.407  0.00
C20 2.746 -1.685 -3.554  0.00
C21 2.097 -0.599 -4.097  0.00
N6 1.349 -0.061 -3.122  0.00
N7 1.487 -0.733 -1.958  0.00
C22 2.330 -1.720 -2.203  0.00
C23 2.732 -2.718 -1.123  0.00
O3 2.775 -3.915 -1.531  0.00
O4 2.943 -2.275 0.009  0.00
H13 3.350 -3.889 -2.937  0.00
H14 2.115 -0.211 -5.101  0.00
H15 0.666 0.684 -3.202  -0.01
C24 -0.631 3.697 2.534  0.00
N8 -0.069 2.700 3.421  0.00
C25 -0.499 1.418 3.540  0.00
Se1 -1.869 0.609 2.624  0.00
N9 0.290 0.833 4.474  0.00
C26 1.236 1.724 4.952  0.00
C27 2.249 1.604 5.885  0.00
C28 3.026 2.730 6.116  0.00
C29 2.792 3.929 5.441  0.00
C30 1.770 4.048 4.511  0.00
C31 0.998 2.922 4.280  0.00
H16 -1.370 3.211 1.901  0.00
H17 0.161 4.123 1.917  0.00
H18 -1.114 4.486 3.113  0.00
H19 0.228 -0.153 4.670  0.00
H20 2.441 0.669 6.393  0.00
H21 3.835 2.674 6.832  0.00
H22 3.424 4.784 5.646  0.00
H23 1.590 4.973 3.979  0.00
C32 -2.959 4.820 -9.281  0.00
C33 -2.746 4.116 -7.967  0.00
C34 -1.822 3.087 -7.841  0.00
C35 -1.624 2.424 -6.634  -0.02
C36 -0.601 1.321 -6.593  0.01
C37 -2.370 2.788 -5.501  0.06
Te1 -2.056 1.789 -3.541  0.09
N10 -2.410 0.802 -1.475  0.89
C38 -3.327 0.636 -0.548  -0.10
O5 -3.405 -0.428 0.112  0.06
C39 -4.250 1.782 -0.192  -0.01
C40 -3.974 3.101 -0.535  0.03
C41 -4.824 4.124 -0.136  0.00
C42 -5.957 3.834 0.611  0.00
C43 -6.234 2.518 0.960  0.00
C44 -5.382 1.499 0.564  -0.01
C45 -2.847 -0.042 -4.237  0.01
C46 -1.970 -1.107 -4.412  -0.01
C47 -2.440 -2.369 -4.752  0.00
C48 -3.803 -2.564 -4.909  0.00
C49 -4.678 -1.502 -4.731  0.00
C50 -4.223 -0.231 -4.391  0.00
C51 -5.201 0.892 -4.188  0.01
C52 -3.291 3.839 -5.614  -0.02
C53 -4.129 4.353 -4.464  0.01
C54 -3.466 4.478 -6.841  0.01
H24 -2.301 4.420 -10.052  0.00
H25 -2.763 5.890 -9.190  0.00
H26 -3.990 4.705 -9.624  0.00
H27 -1.236 2.793 -8.707  0.00
H28 -0.019 1.296 -7.514  0.00
H29 -1.076 0.347 -6.467  0.00
H30 0.085 1.455 -5.756  0.00
H31 -3.085 3.322 -1.111  -0.01
H32 -4.599 5.148 -0.407  0.00
H33 -6.619 4.631 0.927  0.00
H34 -7.113 2.289 1.550  0.00
H35 -5.562 0.468 0.842  0.00
H36 -0.905 -0.956 -4.277  0.00
H37 -1.743 -3.186 -4.888  0.00
H38 -4.189 -3.544 -5.164  0.00
H39 -5.744 -1.662 -4.845  0.00
H40 -6.221 0.555 -4.373  0.00
H41 -4.980 1.721 -4.863  0.00
H42 -5.144 1.276 -3.166  0.00
H43 -3.985 3.781 -3.551  0.00
H44 -5.191 4.319 -4.717  0.00
H45 -3.882 5.397 -4.253  0.00
H46 -4.190 5.287 -6.911  0.00

***

(2)
DFT (ωB97M-V with the def2-TZVPD basis set) results for a 8-piece molecular cluster, C54H47Br2N2O31S overall at a distorted geometry.

As for the net charge: +1. The value obtained for the HOMO energy is -10.40 eV. For the total energy, the calculation gives -274123.319 eV. The frontier orbital gap comes out at 6.8854 eV.

Last column: Löwdin charge in e.
Element x y z (Å)
C1 13.251 0.587 -3.899  -0.06
C2 12.021 0.090 -4.643  -0.26
O1 11.355 1.219 -5.214  -0.16
C3 10.079 0.965 -5.736  -0.19
C4 9.037 1.849 -5.059  -0.05
N1 8.317 1.157 -3.980  0.03
C5 8.739 1.054 -2.661  -0.50
S1 10.172 1.663 -1.904  0.94
C6 7.776 0.312 -2.033  -0.32
O2 7.640 -0.121 -0.779  0.11
N2 6.825 -0.043 -2.952  0.09
C7 5.682 -0.892 -2.612  -0.17
C8 6.071 -2.373 -2.467  -0.71
C9 5.725 -3.249 -3.679  -0.10
Br1 5.269 -3.026 -0.844  0.82
C10 7.166 0.495 -4.131  -0.18
C11 6.376 0.397 -5.387  -0.07
C12 5.471 1.614 -5.509  -0.78
O3 5.737 2.582 -6.127  0.09
Br2 3.874 1.459 -4.465  0.94
H1 13.177 0.361 -2.836  0.06
H2 13.318 1.667 -4.001  0.08
H3 14.161 0.130 -4.275  0.08
H4 12.292 -0.605 -5.441  0.12
H5 11.336 -0.432 -3.967  0.10
H6 10.071 1.169 -6.808  0.14
H7 9.807 -0.087 -5.599  0.13
H8 9.550 2.690 -4.599  0.13
H9 8.302 2.203 -5.774  0.12
H10 10.097 2.909 -2.379  -0.09
H11 7.893 0.576 -0.156  0.15
H12 5.276 -0.513 -1.679  0.10
H13 4.936 -0.755 -3.389  0.06
H14 7.146 -2.430 -2.311  0.06
H15 5.011 -4.024 -3.418  0.06
H16 5.306 -2.657 -4.492  0.07
H17 6.619 -3.741 -4.055  0.08
H18 5.785 -0.516 -5.371  0.11
H19 7.017 0.374 -6.266  0.14
C13 -1.524 2.488 -5.825  0.08
C14 -0.425 1.959 -5.272  -0.22
C15 -0.097 2.126 -3.804  -0.29
O4 0.916 1.578 -3.391  0.01
C16 -0.988 2.897 -2.976  0.08
C17 -2.092 3.426 -3.523  -0.21
C18 -2.435 3.244 -4.987  -0.30
O5 -3.473 3.748 -5.367  0.13
O6 -2.979 4.130 -2.847  0.11
O7 0.465 1.238 -5.940  0.10
H20 -1.768 2.368 -6.870  0.14
H21 -0.742 3.016 -1.930  0.13
H22 -3.697 4.376 -3.468  0.12
H23 1.139 0.970 -5.289  0.06
C19 -0.328 -0.383 0.970  0.09
C20 0.446 0.202 0.046  -0.21
C21 1.907 -0.137 -0.111  -0.30
O8 2.521 0.441 -0.996  0.07
C22 2.498 -1.109 0.775  0.05
C23 1.733 -1.707 1.700  -0.23
C24 0.259 -1.379 1.843  -0.30
O9 -0.346 -1.993 2.703  0.11
O10 2.167 -2.615 2.553  0.13
O11 0.015 1.119 -0.810  0.09
H24 -1.378 -0.148 1.087  0.11
H25 3.548 -1.311 0.638  0.07
H26 1.396 -2.872 3.098  0.13
H27 0.780 1.363 -1.367  0.08
C25 9.988 -3.982 1.723  0.08
C26 10.056 -5.250 1.281  -0.23
C27 9.946 -5.604 -0.189  -0.30
O12 10.037 -6.778 -0.479  0.12
C28 9.739 -4.534 -1.152  0.08
C29 9.670 -3.279 -0.699  -0.23
C30 9.800 -2.924 0.765  -0.30
O13 9.729 -1.733 1.026  0.09
O14 9.477 -2.200 -1.454  0.06
O15 10.225 -6.292 2.066  0.14
H28 10.067 -3.723 2.769  0.14
H29 9.649 -4.795 -2.197  0.13
H30 9.468 -1.460 -0.808  0.08
H31 10.244 -7.084 1.493  0.13
C31 -6.655 3.276 0.757  0.08
C32 -5.948 3.692 -0.303  -0.19
C33 -5.900 5.147 -0.723  -0.30
O16 -5.214 5.419 -1.693  0.10
C34 -6.651 6.114 0.044  0.08
C35 -7.363 5.698 1.104  -0.23
C36 -7.394 4.247 1.531  -0.29
O17 -8.044 3.983 2.526  0.09
O18 -8.088 6.495 1.865  0.13
O19 -5.218 2.886 -1.056  0.07
H32 -6.687 2.242 1.067  0.10
H33 -6.620 7.148 -0.267  0.14
H34 -8.500 5.932 2.550  0.12
H35 -4.773 3.450 -1.716  0.10
C37 -4.553 -1.562 1.926  0.08
C38 -4.560 -0.578 1.019  -0.21
C39 -5.829 0.101 0.558  -0.29
O20 -5.692 0.994 -0.260  0.05
C40 -7.091 -0.343 1.102  0.08
C41 -7.094 -1.331 2.009  -0.22
C42 -5.819 -1.996 2.486  -0.30
O21 -5.940 -2.870 3.322  0.12
O22 -8.186 -1.814 2.570  0.13
O23 -3.471 -0.093 0.435  0.10
H36 -3.646 -2.047 2.263  0.13
H37 -7.996 0.138 0.759  0.14
H38 -7.897 -2.514 3.189  0.11
H39 -3.782 0.615 -0.165  0.12
C43 -12.569 1.670 6.020  0.08
C44 -12.734 2.492 4.973  -0.23
C45 -11.563 3.037 4.183  -0.30
O24 -11.836 3.762 3.244  0.11
C46 -10.223 2.674 4.584  0.08
C47 -10.060 1.858 5.635  -0.22
C48 -11.231 1.296 6.410  -0.29
O25 -10.982 0.539 7.334  0.07
O26 -8.870 1.477 6.076  0.13
O27 -13.908 2.899 4.529  0.12
H40 -13.398 1.271 6.586  0.14
H41 -9.391 3.071 4.019  0.10
H42 -9.017 0.898 6.844  0.11
H43 -13.725 3.477 3.761  0.12
C49 -8.205 -3.528 8.010  0.07
C50 -9.034 -2.566 7.572  -0.22
C51 -9.843 -2.733 6.295  -0.31
O28 -10.581 -1.825 5.974  0.11
C52 -9.688 -3.959 5.534  0.06
C53 -8.858 -4.910 5.979  -0.24
C54 -8.069 -4.753 7.258  -0.31
O29 -7.354 -5.689 7.572  0.10
O30 -8.643 -6.061 5.364  0.12
O31 -9.187 -1.426 8.221  0.11
H44 -7.626 -3.421 8.917  0.14
H45 -10.258 -4.063 4.622  0.14
H46 -8.002 -6.549 5.920  0.12
H47 -9.830 -0.830 7.778  0.07